Below is 2 unconnected molecules or ions with the total composition C20H26N2O5S in a non-equilibrium geometry, with properties calculated with ωB97M-V with the def2-TZVPD basis set.

Last column: Mulliken charge in e.
CARTESIAN COORDINATES (ANGSTROEM)
C1 2.942 2.042 0.875  -0.73
O1 2.444 0.899 1.588  -0.29
C2 1.462 0.273 0.916  0.08
O2 1.079 0.650 -0.179  -0.62
C3 0.964 -0.940 1.670  0.67
C4 1.942 -2.122 1.552  -0.66
C5 1.082 -3.356 1.286  -0.62
C6 -0.370 -2.870 1.162  -0.75
N1 -0.289 -1.418 1.152  0.27
C7 -1.443 -0.642 1.200  -0.21
C8 -1.730 0.300 0.259  -0.60
C9 -2.962 1.126 0.223  -0.71
C10 -4.047 0.660 1.206  -0.86
C11 -3.440 0.187 2.519  -0.43
C12 -2.448 -0.950 2.304  -0.35
H1 3.746 2.428 1.499  0.24
H2 3.319 1.744 -0.108  0.30
H3 2.150 2.789 0.758  0.31
H4 0.878 -0.631 2.730  0.23
H5 2.653 -1.954 0.732  0.34
H6 2.502 -2.182 2.489  0.32
H7 1.387 -3.847 0.357  0.27
H8 1.166 -4.080 2.101  0.29
H9 -0.850 -3.237 0.243  0.34
H10 -0.968 -3.240 2.013  0.38
H11 -1.022 0.470 -0.549  0.50
H12 -2.698 2.170 0.461  0.25
H13 -3.357 1.137 -0.803  0.38
H14 -4.748 1.479 1.397  0.36
H15 -4.606 -0.168 0.754  0.36
H16 -2.928 1.028 3.005  -0.07
H17 -4.226 -0.144 3.207  0.40
H18 -3.002 -1.865 2.028  0.29
H19 -1.917 -1.167 3.244  0.37
C13 5.040 0.628 9.210  -1.33
C14 3.822 1.299 8.642  0.86
C15 2.598 1.195 9.308  -0.60
C16 1.467 1.862 8.843  -0.46
C17 1.565 2.631 7.681  0.43
S1 0.145 3.536 7.104  1.16
O3 -0.796 3.702 8.175  -0.59
O4 0.559 4.624 6.265  -0.59
N2 -0.572 2.260 5.971  -0.41
C18 -1.557 2.353 5.264  0.74
O5 -2.519 2.407 4.573  -0.54
C19 2.762 2.705 6.968  -0.51
C20 3.881 2.032 7.452  -0.70
H20 5.909 0.814 8.573  0.35
H21 5.258 1.011 10.216  0.32
H22 4.893 -0.456 9.296  0.32
H23 2.537 0.582 10.207  0.37
H24 0.517 1.778 9.367  0.42
H25 2.813 3.272 6.041  0.43
H26 4.822 2.071 6.904  0.29

Computed properties:
**Relative energy (zero: lowest compared OMol25 entry of this formula, charge and spin)**: 307.42 kJ/mol
**SMILES**: COC(=O)[C@@H]1CCCN1C1=CCCCC1.Cc1ccc(S(=O)(=O)N=C=O)cc1
**Highest occupied orbital energy**: -7.65 eV
**Gap between HOMO and LUMO**: 0.2770 Eh

Below is a single C20H26N2O5S2 molecule in a non-equilibrium geometry, with properties calculated with ωB97M-V with the def2-TZVPD basis set.

Last column: Mulliken charge in e.
CARTESIAN COORDINATES (ANGSTROEM)
C1 -3.961 2.373 2.384  -1.04
O1 -3.288 1.230 1.910  -0.35
C2 -2.064 1.376 1.326  1.03
C3 -1.479 2.615 1.088  -0.76
C4 -0.269 2.727 0.420  -1.05
C5 0.378 1.579 0.023  -0.03
S1 1.867 1.637 -0.965  1.58
O2 2.508 2.907 -0.751  -0.82
O3 1.508 1.297 -2.315  -0.65
N1 2.750 0.389 -0.322  0.17
C6 3.413 -0.533 -1.216  -1.12
C7 2.997 -1.980 -0.940  0.16
C8 3.571 -2.548 0.355  -1.00
C9 3.244 -1.711 1.591  -0.28
C10 4.043 -0.407 1.650  -0.92
C11 3.376 0.762 0.927  -0.63
C12 -0.156 0.338 0.293  0.04
C13 -1.384 0.200 0.930  -0.68
N2 -1.880 -1.089 1.080  0.21
C14 -2.864 -1.459 2.068  -1.03
S2 -1.711 -2.098 -0.279  1.25
O4 -2.729 -3.099 -0.167  -0.77
O5 -0.354 -2.553 -0.378  -0.65
C15 -2.072 -0.964 -1.613  0.39
C16 -3.351 -0.445 -1.674  -0.55
C17 -3.646 0.505 -2.637  -0.61
C18 -2.658 0.928 -3.514  -0.57
C19 -1.383 0.392 -3.448  -0.48
C20 -1.086 -0.566 -2.493  -0.14
H1 -4.215 3.058 1.569  0.38
H2 -3.374 2.903 3.140  0.39
H3 -4.878 2.000 2.837  0.26
H4 -1.985 3.517 1.394  0.44
H5 0.171 3.687 0.209  0.58
H6 3.096 -0.254 -2.223  0.60
H7 4.502 -0.422 -1.154  0.41
H8 1.909 -2.040 -0.899  -0.24
H9 3.334 -2.598 -1.775  0.41
H10 3.160 -3.551 0.492  0.43
H11 4.657 -2.644 0.267  0.36
H12 2.175 -1.495 1.612  0.01
H13 3.484 -2.305 2.477  0.35
H14 5.036 -0.581 1.231  0.39
H15 4.181 -0.103 2.689  0.41
H16 4.110 1.564 0.762  0.28
H17 2.572 1.176 1.545  0.44
H18 0.389 -0.542 0.002  0.36
H19 -2.918 -2.545 2.062  0.39
H20 -2.541 -1.113 3.049  0.36
H21 -3.854 -1.053 1.850  0.27
H22 -4.094 -0.794 -0.974  0.43
H23 -4.642 0.918 -2.700  0.42
H24 -2.888 1.679 -4.255  0.39
H25 -0.606 0.728 -4.116  0.44
H26 -0.099 -0.991 -2.424  0.34

Computed properties:
**Relative energy (zero: lowest compared OMol25 entry of this formula, charge and spin)**: 83.29 kJ/mol
**SMILES**: COc1ccc(S(=O)(=O)N2CCCCCC2)cc1N(C)S(=O)(=O)c1ccccc1
**Highest occupied orbital energy**: -8.55 eV
**Gap between HOMO and LUMO**: 0.3318 Eh